Entry A
A cluster of 2 separate species, C9H16Si in total. Source: the OMol25 dataset; level of theory: ωB97M-V/def2-TZVPD.

As for the HOMO-LUMO gap: 8.15 eV. Its total charge is 0. As for the LUMO energy: 0.39 eV.

Structure (XYZ):
```
26
C9H16Si | the OMol25 dataset | ωB97M-V/def2-TZVPD
C 1.1619 1.2293 -2.3903
C 0.7764 -0.2280 -2.4111
C 0.5501 2.1532 -1.6561
C -0.0873 -0.7407 -1.5424
C -0.5708 1.6741 -0.7227
C -0.5812 0.0634 -0.4901
C -0.6199 -2.1205 -1.6727
C -1.2572 -0.4240 2.7419
C 1.5209 0.6891 1.7334
Si -0.0131 -0.4611 1.3303
H 1.9066 1.5803 -2.9963
H 1.2011 -0.7986 -3.2539
H 0.6761 3.2094 -1.8399
H -0.4614 2.3563 0.0826
H -1.4935 1.9936 -1.0964
H -2.2797 -0.2698 -0.3024
H -0.2147 -2.7491 -2.4550
H -1.6336 -2.0607 -1.8685
H -0.2811 -2.6847 -0.8505
H -1.0668 -0.8189 3.7094
H -1.7878 0.5341 3.0627
H -2.2008 -0.9372 2.3898
H 1.9985 1.0399 0.8860
H 1.3983 1.7211 2.0709
H 2.1610 0.1333 2.3859
H 0.3198 -1.8462 1.0381
```


Entry B
The molecule C9H16Si. Source: the OMol25 dataset; level of theory: ωB97M-V/def2-TZVPD.

As for the HOMO-LUMO gap: 9.40 eV. As for the SMILES: C=C[C@@]1([Si](C)(C)C)CC1=C. Its total charge is 0. As for the LUMO energy: 0.75 eV.

Structure (XYZ):
```
26
C9H16Si | the OMol25 dataset | ωB97M-V/def2-TZVPD
C -1.0469 -1.6428 -0.6392
C -1.1345 -1.8033 0.8580
C -3.2829 0.1571 -0.3056
C -2.0025 0.5254 -0.0578
C -0.8579 -2.2637 -1.7973
C -0.8662 -0.4017 0.1544
C 2.4496 -0.6761 0.4015
C 0.6290 1.7650 1.6639
C 0.9510 1.2309 -1.4889
Si 0.9462 0.4220 0.3350
H -1.9772 -1.9787 1.5207
H -0.1352 -1.8955 1.2683
H -3.9905 0.9080 -0.4583
H -3.5577 -0.8921 -0.5312
H -1.8467 1.6066 0.0337
H -0.6883 -1.5676 -2.6429
H -1.0793 -3.2551 -2.1067
H 3.2771 -0.5070 -0.2644
H 2.7517 -0.6605 1.4505
H 2.1641 -1.8197 0.2905
H 1.5288 2.4241 1.6418
H -0.1627 2.3559 1.2919
H 0.4612 1.4466 2.7171
H 1.6318 0.7478 -2.2314
H -0.0771 0.9379 -1.8218
H 1.1223 2.2625 -1.5717
```


Taking the most stable structure as the zero point, the relative energies in kcal/mol are entry A 26.0; entry B 0.0.


Entry A
A cluster of 2 separate species, C3H5IO in total. Source: the OMol25 dataset; level of theory: ωB97M-V/def2-TZVPD.

As for the HOMO-LUMO gap (spin up / spin down): 7.99 / 8.89 eV. Its total charge is 0. As for the LUMO energy (spin up / spin down): -0.55 / -0.62 eV.

Structure (XYZ):
```
10
C3H5IO | the OMol25 dataset | ωB97M-V/def2-TZVPD
C 0.3743 -0.4828 0.2291
C -1.0585 -0.6408 0.3971
C 0.9462 0.7532 -0.4047
O -0.3346 -0.3159 1.4687
I -2.3119 -2.2842 0.2826
H 1.0047 -1.3686 0.2022
H -1.8609 1.1626 -0.4872
H 1.3235 0.5136 -1.3950
H 1.7557 1.1574 0.2000
H 0.1615 1.5055 -0.4927
```


Entry B
The molecule C3H5IO. Source: the OMol25 dataset; level of theory: ωB97M-V/def2-TZVPD.

As for the HOMO-LUMO gap: 9.72 eV. As for the SMILES: C[C@@H](I)C=O. Its total charge is 0. As for the LUMO energy: 0.06 eV.

Structure (XYZ):
```
10
C3H5IO | the OMol25 dataset | ωB97M-V/def2-TZVPD
C 0.1079 -1.7560 -0.6315
C -0.3182 0.8907 0.0474
C -0.2358 -0.5653 0.4185
O -0.0673 -1.6238 -1.8143
I -2.0805 -1.1119 1.3422
H 0.3860 -2.6024 -0.0350
H -0.8179 0.7988 -0.9097
H -1.0198 1.5364 0.6837
H 0.6216 1.4565 -0.1027
H 0.5498 -0.4739 1.1225
```


Taking the most stable structure as the zero point, the relative energies in kcal/mol are entry A 92.0; entry B 0.0.


Entry A
The ion C7H16N3 with charge +1. Source: the OMol25 dataset; level of theory: ωB97M-V/def2-TZVPD.

As for the HOMO-LUMO gap: 7.09 eV. Its total charge is +1. As for the LUMO energy: -6.12 eV.

Structure (XYZ):
```
26
C7H16N3 | the OMol25 dataset | ωB97M-V/def2-TZVPD
C 0.1886 -0.5567 0.6338
C 1.3200 1.5826 -0.1030
C 0.5283 0.5595 -0.5600
C 0.8673 2.4459 0.9959
C 0.1134 -1.1244 -2.3758
C -1.5696 -1.5583 1.8357
C 1.1718 -0.1982 -1.6828
N 0.9034 -1.5309 0.8483
N -1.0572 -0.4724 1.1018
N -1.8481 0.5425 0.5710
H 2.3544 1.5516 -0.4640
H -0.5690 0.8246 -0.8524
H -0.1978 2.5122 1.1799
H 1.2776 3.4827 0.8086
H 1.3092 2.1900 2.0036
H -0.1962 -0.7132 -3.2724
H -0.6326 -1.1568 -1.6099
H 0.4498 -2.1283 -2.5171
H -0.9870 -2.4885 1.3461
H -1.4797 -1.5071 2.9272
H -2.6640 -1.5970 1.6714
H 1.7855 0.5270 -2.3862
H 1.9918 -0.8963 -1.3192
H 1.7492 -1.6137 0.2108
H -2.3473 1.1705 1.1562
H -2.4617 0.1526 -0.1476
```


Entry B
A structure of composition C7H16N3. Source: the OMol25 dataset; level of theory: ωB97M-V/def2-TZVPD.

As for the HOMO-LUMO gap: 10.37 eV. Its total charge is +1. As for the LUMO energy: -2.63 eV.

Structure (XYZ):
```
26
C7H16N3 | the OMol25 dataset | ωB97M-V/def2-TZVPD
C 1.6063 0.9044 0.6644
C 1.4931 0.2001 -1.4922
C -0.2089 0.5029 0.2233
C 0.1457 -0.4031 -0.9349
C -1.0247 1.7964 0.0068
C -0.9598 -0.5668 -2.0237
C -0.2581 -0.3659 2.6741
N 2.1999 0.6969 -0.3770
N 0.4770 -1.6703 -0.3731
N -0.8297 -0.4657 1.3359
H 1.8944 1.5328 1.5693
H 2.1539 -0.6115 -1.8853
H 1.4172 0.9550 -2.2208
H -1.9976 1.4644 -0.2971
H -0.4360 2.4185 -0.7462
H -1.1185 2.5539 0.8290
H -1.7358 0.1732 -2.0830
H -1.4621 -1.4759 -1.8557
H -0.5118 -0.6846 -3.0895
H -0.5173 0.5204 3.1949
H -0.5641 -1.2543 3.2324
H 0.7798 -0.3108 2.6911
H 0.2774 -2.4947 -0.9638
H 1.4856 -1.7964 -0.3051
H -1.8249 -0.2385 1.2675
H -0.4810 -1.3805 0.9588
```


Taking the most stable structure as the zero point, the relative energies in kcal/mol are entry A 57.2; entry B 0.0.


Entry A
A cluster of 2 separate species, C4H7IS in total. Source: the OMol25 dataset; level of theory: ωB97M-V/def2-TZVPD.

As for the HOMO-LUMO gap: 7.98 eV. Its total charge is 0. As for the LUMO energy: -0.25 eV.

Structure (XYZ):
```
13
C4H7IS | the OMol25 dataset | ωB97M-V/def2-TZVPD
C 2.4703 -0.1282 -0.3835
C -1.8606 0.2453 0.3715
C 0.3807 0.4214 -0.5407
C -0.5020 -0.5295 0.3516
S 3.7224 0.7050 -0.9302
I 2.5636 -1.8746 0.7727
H -1.8044 1.2857 0.9067
H -2.3904 0.4597 -0.6347
H -2.5381 -0.3370 0.8917
H 0.1308 0.3235 -1.6442
H 0.5242 1.4794 -0.4467
H -0.5222 -1.5203 -0.0529
H -0.1743 -0.5304 1.3386
```


Entry B
A structure of composition C4H7IS. Source: the OMol25 dataset; level of theory: ωB97M-V/def2-TZVPD.

As for the HOMO-LUMO gap: 8.06 eV. Its total charge is 0. As for the LUMO energy: -0.32 eV.

Structure (XYZ):
```
13
C4H7IS | the OMol25 dataset | ωB97M-V/def2-TZVPD
C -0.8105 -1.7537 0.6577
C 1.4255 0.5720 -0.2516
C 0.0880 1.0451 0.2190
C -0.9128 0.0166 -0.2970
S -0.3141 -2.8977 -0.2205
I -2.9291 0.6410 -0.0059
H -1.2067 -1.7878 1.5862
H 1.4750 -0.0377 -1.2369
H 2.2318 1.3125 -0.3753
H 1.9453 -0.0167 0.4111
H -0.0867 1.0510 1.2263
H -0.0264 2.0639 -0.3263
H -0.8793 -0.2084 -1.3868
```


Taking the most stable structure as the zero point, the relative energies in kcal/mol are entry A 2.8; entry B 0.0.


Entry A
The molecule C5H7Br. Source: the OMol25 dataset; level of theory: ωB97M-V/def2-TZVPD.

As for the HOMO-LUMO gap: 10.20 eV. As for the SMILES: C=C(C)C(=C)Br. Its total charge is 0. As for the LUMO energy: 0.88 eV.

Structure (XYZ):
```
13
C5H7Br | the OMol25 dataset | ωB97M-V/def2-TZVPD
C -1.0028 -0.0251 -1.2932
C 1.4267 -1.5731 -0.1185
C -0.3826 0.2730 -0.1680
C 0.5607 -0.8268 0.5392
C -0.4797 1.5519 0.5896
Br 0.3624 -0.9572 2.4247
H -1.6366 0.6961 -1.7834
H -0.9167 -0.9902 -1.7621
H 2.0522 -2.2952 0.3779
H 1.5371 -1.4724 -1.1838
H -1.1546 1.4288 1.4387
H 0.4960 1.8407 0.9821
H -0.8621 2.3495 -0.0431
```


Entry B
The molecule C5H7Br. Source: the OMol25 dataset; level of theory: ωB97M-V/def2-TZVPD.

As for the HOMO-LUMO gap: 10.22 eV. As for the SMILES: C#CC(C)(C)Br. Its total charge is 0. As for the LUMO energy: 0.56 eV.

Structure (XYZ):
```
13
C5H7Br | the OMol25 dataset | ωB97M-V/def2-TZVPD
C 1.7530 1.4536 -1.0106
C 0.9562 0.7717 -0.3975
C 0.1627 -1.0488 1.3168
C -1.1502 -0.2294 -1.0104
C -0.0978 0.1248 0.2181
Br -0.9928 1.6718 1.2330
H 2.5194 1.9555 -1.4789
H -0.8592 -1.4288 1.7147
H 0.8008 -1.9190 0.9379
H 0.7171 -0.5793 2.1436
H -2.1675 -0.5753 -0.5773
H -1.1606 0.7973 -1.5616
H -0.4811 -0.9940 -1.5280
```


Taking the most stable structure as the zero point, the relative energies in kcal/mol are entry A 0.0; entry B 36.4.


Entry A
The molecule C3H3NO. Source: the OMol25 dataset; level of theory: ωB97M-V/def2-TZVPD.

As for the HOMO-LUMO gap: 11.24 eV. As for the SMILES: N#CCC=O. Its total charge is 0. As for the LUMO energy: 0.44 eV.

Structure (XYZ):
```
8
C3H3NO | the OMol25 dataset | ωB97M-V/def2-TZVPD
O 1.7721 0.3047 -1.2921
C 0.9539 -0.2665 -0.6234
C -0.1111 0.4698 0.1609
C -1.3399 -0.2931 0.3233
N -2.1447 -0.8583 0.9277
H 0.9295 -1.3714 -0.4972
H -0.2799 1.4818 -0.2059
H 0.2202 0.5330 1.2067
```


Entry B
A cluster of 2 separate species, C3H3NO in total. Source: the OMol25 dataset; level of theory: ωB97M-V/def2-TZVPD.

As for the HOMO-LUMO gap: 10.17 eV. As for the SMILES: C=C=O.C#N. Its total charge is 0. As for the LUMO energy: 0.91 eV.

Structure (XYZ):
```
8
C3H3NO | the OMol25 dataset | ωB97M-V/def2-TZVPD
C 2.0976 -0.0531 -0.0166
C -1.1170 -0.5811 -0.4630
C -1.4611 0.4875 0.2643
N 1.7198 0.9876 -0.3057
O -0.9913 -1.4998 -1.2309
H 2.7625 -0.8273 0.4156
H -2.1177 0.0791 1.0709
H -0.8929 1.4072 0.2654
```


Entry C
The molecule C3H3NO. Source: the OMol25 dataset; level of theory: ωB97M-V/def2-TZVPD.

As for the HOMO-LUMO gap: 11.04 eV. As for the SMILES: N#C[C@@H]1CO1. Its total charge is 0. As for the LUMO energy: 0.07 eV.

Structure (XYZ):
```
8
C3H3NO | the OMol25 dataset | ωB97M-V/def2-TZVPD
C 1.1159 0.4111 0.0916
C -0.3355 0.6851 -0.2090
C -1.3373 0.0171 0.5641
H -0.2419 1.3961 -1.0426
H -2.3245 0.3511 0.7780
H -0.9100 -0.6141 1.4101
N 2.1384 -0.3892 0.1101
O -1.0189 -0.6361 -0.5745
```


Taking the most stable structure as the zero point, the relative energies in kcal/mol are entry A 0.0; entry B 26.6; entry C 66.4.